A structure of composition C9H8N4O2 at a distorted geometry, computed with ωB97M-V/def2-TZVPD.

The geometry in XYZ format:
```
23
Properties=species:S:1:pos:R:3:forces:R:3:mulliken_charge:R:1
C 3.28693 -0.54091 -1.56121 0.32 0.02 0.00 0.100
C 1.84787 -0.84558 -3.46537 0.19 -0.48 0.28 0.090
C 0.33361 2.36947 -1.48594 1.74 -1.40 1.18 -0.540
C -1.48032 1.71587 -2.41772 -4.96 0.38 -1.24 -0.172
C 0.36651 1.07700 -1.89830 2.60 -2.84 -0.27 0.273
C 1.01551 -1.36886 -1.14076 -1.81 -0.54 -0.07 0.695
C -0.01602 -0.19110 1.94583 -5.74 0.62 -2.96 -1.026
C 0.30256 -1.37030 1.07969 -3.61 -1.19 -1.16 -0.277
C 2.00145 -0.78010 -2.06579 -2.48 2.22 0.72 0.707
N 4.36376 -0.52563 -1.17857 0.78 0.29 0.33 -0.463
N 1.83202 -0.88247 -4.60664 -0.23 -0.02 -0.99 -0.480
N -0.93469 2.69874 -1.80368 -0.28 2.49 0.38 -0.501
N -0.78178 0.62914 -2.51918 3.50 -1.23 0.65 0.128
O -0.02310 -1.91118 -1.48285 0.83 0.13 -0.74 -0.685
O 1.30234 -1.12908 0.12831 1.87 0.25 0.21 -0.333
H 1.08684 2.87379 -0.81772 -1.24 -0.26 -1.24 0.345
H -2.50894 1.65930 -2.78755 0.31 0.62 0.25 0.385
H 0.72602 0.37990 2.31493 2.84 1.16 1.95 0.394
H -0.54888 0.65809 1.21909 0.95 -2.11 1.78 0.151
H -0.84890 -0.56079 2.67130 1.73 1.01 -0.95 0.311
H -0.65067 -1.61479 0.35409 1.99 0.29 2.52 0.298
H 0.48061 -2.23008 1.74604 0.52 0.00 -0.78 0.329
H -0.99870 -0.33222 -2.79898 0.17 0.59 0.15 0.275
```
Forces are in eV/Å.

The molar mass comes out at 204.19 u. The calculation puts the HOMO energy (spin up / spin down) at -9.868 / -9.873 eV. The value obtained for the orbital gap (spin up / spin down) is 7.3 / 7.3 eV. As for the spin multiplicity: 1. The value obtained for the energy is -717.053520 Eh.

The ion C9H8NO with charge +1 at a distorted geometry, computed with ωB97M-V/def2-TZVPD.

The geometry in XYZ format:
```
19
Properties=species:S:1:pos:R:3:forces:R:3:mulliken_charge:R:1
C 2.61800 1.03098 0.00641 2.15 -0.68 -0.29 -0.380
C 2.85276 -0.38699 0.24407 -3.57 1.03 -0.46 -0.395
C 1.41072 1.54700 -0.21110 -0.34 -0.27 -0.65 -0.579
C 1.75218 -1.20789 0.31556 -0.46 0.79 -0.32 -0.760
C 0.25291 0.62427 -0.18536 -1.03 1.02 -0.39 0.849
C 0.43599 -0.78724 0.04681 0.93 -0.21 0.69 0.791
C -3.15627 0.68534 0.60395 0.80 2.56 -0.20 -0.808
C -1.81247 -1.17087 -0.48645 0.88 0.61 -1.50 -0.566
C -2.03418 0.22941 0.03435 -0.82 -1.83 -1.08 0.633
N -0.96819 1.05751 -0.16894 0.66 1.70 1.19 -0.406
O -0.57051 -1.62787 0.10705 1.18 0.08 0.39 -0.318
H 3.46600 1.68849 -0.18194 -0.02 -0.25 0.45 0.355
H 3.74637 -0.91798 0.26164 1.91 -0.05 0.23 0.449
H 1.46553 2.60784 -0.51792 -1.22 -0.73 0.29 0.368
H 1.87704 -2.22331 0.43263 0.36 -2.16 0.42 0.483
H -3.12453 1.75812 0.92391 -0.15 -1.04 -0.37 0.281
H -2.58095 -1.90583 -0.32050 -0.11 -0.13 0.46 0.368
H -1.52500 -1.21579 -1.57839 -0.89 0.48 0.79 0.299
H -4.10541 0.21483 0.67423 -0.29 -0.92 0.36 0.336
```
Forces are in eV/Å.

Its total charge is +1. The molar mass comes out at 146.17 u. The calculation puts the HOMO energy (spin up / spin down) at -13.888 / -13.888 eV. The value obtained for the orbital gap (spin up / spin down) is 7.1 / 7.1 eV. As for the spin multiplicity: 1. The value obtained for the energy is -477.392965 Eh.

A cluster of 2 separate species, C9H8NO5 in total at a distorted geometry, computed with ωB97M-V/def2-TZVPD.

The geometry in XYZ format:
```
23
Properties=species:S:1:pos:R:3:forces:R:3:mulliken_charge:R:1
C 1.48185 2.76365 0.28092 -0.29 0.28 -1.20 -0.545
C 0.12613 2.70207 0.48474 -1.53 0.59 1.54 -0.326
C 2.07746 1.76569 -0.44675 -1.17 -1.37 0.33 -0.362
C -0.65222 1.62099 0.09419 1.35 -0.32 0.02 -0.591
C 1.34180 0.65115 -0.85549 -0.05 -0.83 0.52 -0.435
C -0.02908 0.51432 -0.46927 1.68 1.16 -1.94 0.575
C -2.19059 -0.92333 -0.83284 0.84 -2.38 -0.67 0.308
C -0.59197 -1.97903 1.27804 1.21 -0.47 -2.16 -1.150
C -0.74083 -0.62036 -1.02589 0.30 -2.46 -0.51 0.810
N 0.77048 -2.10699 1.23828 -0.18 -1.03 2.39 1.051
O -3.01491 -0.20625 -0.40328 -2.22 1.91 1.17 -0.595
O -2.43184 -2.15228 -1.31104 0.45 -0.30 -0.49 -0.605
O 1.40759 -1.36586 2.02427 0.60 1.04 -0.52 -0.696
O 1.37115 -3.03554 0.66763 -0.47 0.06 -1.03 -0.721
O -0.28852 -1.46644 -1.82841 1.97 1.50 0.09 -0.806
H 2.10650 3.63639 0.32923 -0.18 0.52 1.13 0.338
H -0.41264 3.40616 1.14004 0.47 0.24 -0.75 0.269
H 3.11948 1.87136 -0.46191 1.45 -0.39 -1.00 0.359
H -1.70208 1.64873 0.16685 -1.02 -0.10 0.51 0.543
H 1.78621 -0.18023 -1.43977 -0.25 0.65 0.60 0.300
H -0.87644 -1.27532 1.95796 -0.80 1.67 1.67 0.448
H -1.16401 -2.85165 1.13679 -0.40 -0.82 -0.60 0.348
H -1.49353 -2.41722 -1.72428 -1.73 0.84 0.89 0.483
```
Forces are in eV/Å.

Its total charge is -1. The molar mass comes out at 210.17 u. The calculation puts the HOMO energy (spin up / spin down) at -3.819 / -3.820 eV. The value obtained for the orbital gap (spin up / spin down) is 6.6 / 6.6 eV. As for the spin multiplicity: 1. The value obtained for the energy is -778.628137 Eh.

An isolated molecule of C9H8O at a distorted geometry, computed with ωB97M-V/def2-TZVPD.

The geometry in XYZ format:
```
18
Properties=species:S:1:pos:R:3:forces:R:3:mulliken_charge:R:1
C 2.27268 -0.47295 -0.56919 -0.94 -2.05 -0.92 -0.473
C 1.31165 -1.44892 -0.07375 1.47 3.02 0.98 -0.863
C 1.89309 0.81417 -0.49979 0.44 3.62 -0.89 -0.338
C 0.45063 -0.91208 0.82829 -0.20 0.00 0.01 0.875
C 0.65081 0.38569 1.40484 -1.08 2.03 -2.23 -0.886
C 0.77962 1.24749 0.27686 -1.92 -2.03 1.85 0.483
C -1.07102 -0.90492 0.91122 0.04 0.62 2.88 -0.830
C -1.75099 -0.01305 -0.10439 -1.91 -0.35 -1.05 -0.396
C -1.49765 1.44629 -0.19384 -2.72 -0.01 0.20 -0.320
O -0.32805 2.00427 -0.18466 5.60 1.27 0.18 -0.355
H 2.92562 -0.77743 -1.39236 0.39 0.16 0.72 0.345
H 1.38419 -2.41304 -0.38068 -0.45 -2.64 -1.15 0.553
H 2.40730 1.65090 -1.01441 -0.18 -0.89 -0.15 0.363
H -1.55238 -1.86861 0.98929 -0.08 -0.34 -0.02 0.430
H -1.17039 -0.31050 1.89928 -0.68 -1.25 -0.94 0.380
H -1.64264 -0.44400 -1.08701 0.79 -0.31 -0.93 0.340
H -2.87960 -0.13509 -0.08169 1.12 0.24 0.77 0.356
H -2.18287 2.15177 -0.72802 0.29 -1.10 0.69 0.335
```
Forces are in eV/Å.

The molar mass comes out at 132.16 u. The calculation puts the HOMO energy (spin up / spin down) at -7.717 / -7.017 eV. The value obtained for the orbital gap (spin up / spin down) is 7.6 / 6.5 eV. As for the spin multiplicity: 1. The value obtained for the energy is -422.669547 Eh.